ORCA calculation (ωB97M-V/def2-TZVPD) on a 2-piece molecular cluster, C9H12INO overall.

The value obtained for the total energy is -777.71023 hartree. For the LUMO energy, the calculation gives 0.57 eV. For the HOMO energy, the calculation gives -8.0 eV. The value obtained for the energy relative to the best compared isomer or geometry (same formula, charge and spin) is 1.411 eV. Its net charge is 0. As for the gap between HOMO and LUMO: 8.556 eV.

Geometry as XYZ:
```
24
C9H12INO, DFT ωB97M-V/def2-TZVPD
C -0.3788 -0.0410 1.2343
C 0.6660 0.8309 1.5385
C -0.0124 0.3975 -1.1396
C -0.7469 -0.3321 -0.1209
C 1.4589 1.4575 0.5287
C -1.2117 -2.7212 -0.7141
C 4.6246 1.9997 0.7068
C -1.8562 -1.3927 -0.4740
C 4.1012 1.1549 -0.4573
N 0.9070 1.2473 -0.6772
O 3.8227 1.6573 -1.4897
I 4.0672 -0.9548 -0.0751
H -0.8125 -0.4356 2.1419
H 0.8432 1.1225 2.5710
H 0.0180 0.0674 -2.2248
H -0.7950 -3.1572 0.2671
H -0.3759 -2.7420 -1.4049
H -1.8404 -3.4837 -0.9331
H 5.6805 1.8790 0.5950
H 4.3115 1.7548 1.7005
H 4.2695 3.0400 0.3291
H -2.6576 -1.5814 0.2890
H -2.2652 -0.9692 -1.5019
H 1.3052 1.8862 -1.4237
```

***

ORCA calculation (ωB97M-V/def2-TZVPD) on an isolated ion of composition C5H14N4O and charge +2.

The value obtained for the total energy is -492.34955 hartree. For the LUMO energy, the calculation gives -7.16 eV. For the HOMO energy, the calculation gives -16.7 eV. The value obtained for the energy relative to the best compared isomer or geometry (same formula, charge and spin) is 5.407 eV. Its net charge is +2. As for the gap between HOMO and LUMO: 9.586 eV.

Geometry as XYZ:
```
24
C5H14N4O, DFT ωB97M-V/def2-TZVPD
C 0.9801 1.2264 0.3486
C 0.8059 0.0838 -0.2308
C -1.6791 0.8594 0.4299
C 0.0488 -1.5791 1.3048
C -2.4057 -1.1829 -0.9173
N -0.2165 -0.8224 0.0628
N -1.4938 -0.3888 -0.0790
N 2.1097 2.2158 0.2177
N 2.0832 -0.7146 -1.0832
O -2.7866 1.4205 -0.0418
H -0.8091 1.4073 0.8936
H -0.2075 -0.9700 2.1670
H -0.4825 -2.4747 1.2693
H 1.1873 -1.7529 1.2303
H -2.2632 -2.0983 -0.4405
H -3.3992 -0.7996 -0.9015
H -2.1335 -1.2277 -1.9609
H 2.5683 2.3392 1.1511
H 1.6559 2.9941 0.0659
H 2.7467 1.9330 -0.4787
H 2.7974 0.0472 -0.9443
H 1.7187 -1.1139 -1.9401
H 2.2941 -1.5631 -0.5879
H -3.1196 2.1616 0.4652
```

***

ORCA calculation (ωB97M-V/def2-TZVPD) on an isolated ion of composition C5H10O2P and charge -1.

The value obtained for the total energy is -688.33347 hartree. For the LUMO energy (alpha / beta), the calculation gives 4.02 / 4.01 eV. For the HOMO energy (alpha / beta), the calculation gives -1.8 / -2.7 eV. The value obtained for the energy relative to the best compared isomer or geometry (same formula, charge and spin) is 2.533 eV. Its net charge is -1. As for the gap between HOMO and LUMO (alpha / beta): 5.806 / 6.683 eV.

Geometry as XYZ:
```
18
C5H10O2P, DFT ωB97M-V/def2-TZVPD
C -1.4587 -0.1718 0.3659
C -0.1847 -0.4808 1.1882
C -1.2646 -0.2906 -1.2236
C 0.9992 0.3129 1.0508
C 2.2019 -0.3105 0.4756
O 0.3228 1.3115 -2.9832
O -1.4060 2.3681 -1.4908
P -0.5091 1.2368 -1.7471
H -2.3137 -0.8508 0.6274
H -1.7759 0.9361 0.4667
H -0.6065 -0.4051 2.3044
H 0.0435 -1.5935 1.2360
H -0.7486 -1.2931 -1.4795
H -2.2307 -0.2090 -1.6987
H 1.1435 1.0077 1.8586
H 3.0993 0.4319 0.4470
H 2.2190 -0.7579 -0.5053
H 2.4693 -1.2420 1.1078
```

***

ORCA calculation (ωB97M-V/def2-TZVPD) on a single C3H5N5 molecule.

The value obtained for the total energy is -390.96957 hartree. As for the SMILES: N/N=C\c1nc[nH]n1. For the LUMO energy, the calculation gives 0.57 eV. For the HOMO energy, the calculation gives -8.6 eV. The value obtained for the energy relative to the best compared isomer or geometry (same formula, charge and spin) is 4.050 eV. Its net charge is 0. As for the gap between HOMO and LUMO: 9.220 eV.

Geometry as XYZ:
```
13
C3H5N5, DFT ωB97M-V/def2-TZVPD
N -1.8448 1.6417 -0.4201
N -1.8685 0.5919 -1.3008
C -0.8851 -0.2725 -1.2471
C 0.2913 -0.3947 -0.2604
N 0.3243 0.5495 0.7674
C 1.3669 0.0911 1.5205
N 1.8514 -0.9708 0.9236
N 1.0766 -1.4270 -0.2813
H -1.6166 1.3849 0.6393
H -2.7963 1.9283 -0.4002
H -1.4296 -1.1536 -2.0143
H 1.7283 0.2032 2.5671
H 2.7023 -1.6042 1.3079
```

***

ORCA calculation (ωB97M-V/def2-TZVPD) on a 15-piece molecular cluster, C21H72O15 overall.

The value obtained for the total energy is -1971.92306 hartree. For the LUMO energy, the calculation gives 0.18 eV. For the HOMO energy, the calculation gives -9.8 eV. The value obtained for the energy relative to the best compared isomer or geometry (same formula, charge and spin) is 0.000 eV. Its net charge is 0. As for the gap between HOMO and LUMO: 9.934 eV.

Geometry as XYZ:
```
108
C21H72O15, DFT ωB97M-V/def2-TZVPD
O -1.3482 -1.1873 9.9520
H -2.0670 -1.3262 10.5802
H -0.9723 -2.0838 9.8062
O 2.1137 -6.3601 14.1367
H 1.6223 -6.4517 14.9584
H 2.7063 -5.5943 14.2925
O -0.8988 -3.9404 9.4568
H -1.3436 -4.5353 10.0754
H 0.0316 -3.9159 9.7507
O 3.6257 -4.2496 15.3055
H 4.1876 -4.3781 16.0806
H 3.9741 -3.4356 14.8715
O 6.0138 -1.7359 11.2755
H 6.1892 -1.9209 10.3337
H 5.3119 -1.0690 11.2619
O 5.8910 -5.3981 13.7283
H 5.0525 -5.0382 14.0647
H 6.2849 -4.6681 13.2333
O 5.6282 -2.1702 8.4320
H 4.7054 -2.1108 8.0948
H 6.0523 -2.8348 7.8769
O 3.5540 -0.2618 11.6295
H 3.7576 0.6593 11.8416
H 2.5767 -0.3050 11.6249
C 5.1703 0.1606 15.3312
C 4.2015 -1.0189 15.2513
C 2.7690 -0.4694 15.0753
O 4.5464 -1.8601 14.1458
H 4.7851 0.9419 15.9937
H 5.2337 0.6874 14.3726
H 6.1662 -0.1435 15.6480
H 4.2745 -1.5621 16.1933
H 2.4530 0.0278 15.9928
H 2.1071 -1.3086 14.8617
H 2.7965 0.2486 14.2630
H 4.4097 -1.3790 13.3056
C 0.9983 2.3227 10.8711
C 0.5057 1.3634 11.9351
C -0.9371 1.6035 12.3040
O 0.7087 0.0076 11.4816
H 2.0737 2.2785 10.6790
H 0.8071 3.3676 11.1253
H 0.5141 2.0511 9.9285
H 1.0979 1.5085 12.8467
H -1.0998 2.5531 12.8112
H -1.3799 0.8270 12.9349
H -1.5869 1.5799 11.4177
H -0.1107 -0.1901 10.9721
C 2.3263 -3.5993 11.9037
C 2.6083 -3.3937 10.4076
C 2.6423 -4.6949 9.6692
O 1.5711 -2.5680 9.8556
H 1.2396 -3.6735 12.0131
H 2.6026 -2.7010 12.4681
H 2.8552 -4.4152 12.3839
H 3.5772 -2.8799 10.3518
H 1.7653 -5.3246 9.8370
H 3.5170 -5.3092 9.8986
H 2.7978 -4.5833 8.5875
H 1.4250 -1.7615 10.3731
C 0.2831 -3.9037 6.1494
C 1.2620 -4.4933 5.1244
C 1.1141 -3.8138 3.7763
O 2.6117 -4.3657 5.5997
H 0.6140 -4.1156 7.1682
H -0.7251 -4.2986 6.0557
H 0.3469 -2.8177 6.0635
H 1.0994 -5.5663 5.0024
H 0.1737 -4.1467 3.3199
H 1.8738 -4.2462 3.1191
H 1.1392 -2.7275 3.8013
H 2.7196 -3.5487 6.1315
C 2.7975 0.2419 7.9000
C 2.7081 -0.8295 6.8037
C 3.6799 -0.6033 5.6809
O 2.9983 -2.1190 7.3799
H 2.3056 1.1949 7.7008
H 3.8475 0.5245 8.0634
H 2.4885 -0.1424 8.8708
H 1.6692 -0.8078 6.4530
H 4.7136 -0.4862 6.0126
H 3.4210 0.3220 5.1577
H 3.6715 -1.4113 4.9472
H 2.3701 -2.3018 8.1145
C -0.3923 -9.7933 8.0640
C 0.4509 -9.4874 9.2819
C 0.7122 -7.9718 9.4322
O -0.2213 -9.9821 10.4567
H -1.4117 -9.4269 8.1742
H -0.4100 -10.8670 7.8804
H 0.0748 -9.2942 7.2121
H 1.4258 -9.9844 9.1975
H 1.4607 -7.6700 8.6963
H 1.0229 -7.7550 10.4561
H -0.1912 -7.3891 9.2349
H 0.2155 -9.5611 11.2040
C 5.1984 -7.9144 10.8902
C 4.6592 -9.1486 10.1448
C 5.2444 -9.2315 8.7290
O 4.9724 -10.3131 10.8860
H 4.6164 -7.8391 11.8096
H 4.9598 -7.0131 10.3214
H 6.2621 -8.0285 11.0829
H 3.5795 -9.0315 10.0983
H 4.5875 -9.7601 8.0360
H 6.1852 -9.7871 8.7412
H 5.4521 -8.2396 8.3272
H 5.9204 -10.4644 10.8742
```

***

Q: Which of these has the highest net charge?
A: C5H14N4O

***

Q: Which of these has the highest energy relative to the best compared isomer or geometry (same formula, charge and spin)?
A: C5H14N4O

***

Q: energy relative to the best compared isomer or geometry (same formula, charge and spin) of number 4 (C3H5N5)?
A: 4.050 eV